Entry 1:
Here is 2 unconnected molecules or ions with the total composition C4H5N4O4S from OMol25. Energies are from wB97M-V/def2-TZVPD.

HOMO-LUMO gap ... 7.76 eV
HOMO level ... -4.28 eV
Energy relative to the best compared isomer or geometry (same formula, charge and spin) ... 81.2 kcal/mol
Molecular weight ... 205.18 g/mol
Net charge ... -1
DFT total energy ... -29211.88489 eV

Last column: natural (NBO) charge in e.
CARTESIAN COORDINATES (ANGSTROEM)
C -0.24053 -2.73961 -0.57979  0.68
C -0.91038 -0.60985 -0.04824  0.28
C 1.77158 1.45541 1.00236  -0.82
C 0.21516 -1.43593 -0.21244  -0.58
N -1.42469 0.55652 0.22970  -0.46
N -1.99365 -1.48109 -0.12936  0.07
N -2.74461 0.38742 0.33789  -0.10
N -3.14331 -0.81969 0.08161  -0.10
O -1.68147 -2.72963 -0.37221  -0.32
O 0.35614 -3.80528 -0.71922  -0.67
O 0.01396 2.55476 -0.62762  -0.94
O 2.37846 1.85550 -1.62104  -0.95
S 1.16641 1.37128 -0.87663  1.46
H 0.79317 1.35707 1.62555  0.24
H 2.62175 0.59356 1.19082  0.22
H 2.30065 2.41257 1.02443  0.22
H 1.25220 -1.11062 -0.19879  0.22
H -0.73085 2.18763 -0.10704  0.53

Entry 2:
Here is a molecular structure, C30H45F6IrN4O4S2SbSi3 from OMol25. Energies are from wB97M-V/def2-TZVPD.

HOMO-LUMO gap (alpha / beta) ... 6.59 / 7.26 eV
HOMO level (alpha / beta) ... -13.40 / -14.58 eV
Energy relative to the best compared isomer or geometry (same formula, charge and spin) ... 0.0 kcal/mol
Molecular weight ... 1102.07 g/mol
Multiplicity ... 2
Net charge ... +2
DFT total energy ... -116960.63207 eV

Last column: Mulliken spin population.
CARTESIAN COORDINATES (ANGSTROEM)
Ir 0.14655 0.33412 -1.51798  0.03
C -2.57157 0.75932 2.83076  0.06
Sb -1.59538 0.10429 1.06768  0.44
C -0.47834 1.62613 0.01226  0.15
C -1.64511 2.18779 -0.74995  -0.04
C -1.55204 3.05316 -1.83159  0.00
C -2.71994 3.44795 -2.47859  0.01
C -3.94231 2.98951 -2.02259  0.01
C -3.96154 2.11860 -0.94113  0.02
N -2.84576 1.72867 -0.34178  0.06
Si 0.45875 3.01542 0.98902  0.00
C 0.19456 4.71090 0.23166  0.01
C -0.38284 3.24623 2.65252  0.00
C 2.27666 2.60905 1.18732  0.00
C -0.31091 -1.67759 1.42382  0.30
C 0.81862 -1.83856 0.45753  -0.13
C 1.54329 -3.03917 0.60103  0.01
C 2.75172 -3.28141 0.00284  0.00
C 3.29676 -2.27411 -0.78406  0.00
C 2.52437 -1.17115 -1.00588  0.00
N 1.29851 -0.94999 -0.46714  0.02
Si -1.48688 -3.27463 1.44183  0.04
C -3.23446 -2.69292 1.77989  0.05
C -1.35509 -4.24340 -0.15608  -0.01
C -1.05642 -4.53698 2.76094  0.00
Si 0.49547 -1.48666 3.21623  -0.02
C 1.38612 0.15798 3.21931  0.02
C 1.80201 -2.75925 3.62479  0.01
C -0.81393 -1.56752 4.55710  0.00
H -2.98915 1.73211 2.58392  0.00
H -1.87164 0.85342 3.65500  0.01
H -3.36857 0.06225 3.07752  0.01
H -0.59396 3.44938 -2.13326  0.00
H -2.67052 4.12112 -3.32410  0.00
H -4.86646 3.28515 -2.49761  0.00
H -4.88900 1.70938 -0.55993  0.00
H -0.84531 5.02289 0.34988  0.00
H 0.47113 4.84430 -0.81037  0.00
H 0.80415 5.40648 0.81519  0.00
H -1.44514 3.47071 2.53707  0.00
H 0.06885 4.13367 3.10473  0.00
H -0.26840 2.43450 3.36678  0.00
H 2.88923 3.33622 0.65305  0.00
H 2.52894 1.61472 0.81536  0.00
H 2.56427 2.65052 2.23902  0.00
H 1.13151 -3.77834 1.27081  0.00
H 3.26712 -4.21932 0.15967  0.00
H 4.26057 -2.36133 -1.26318  0.00
H 2.88265 -0.40983 -1.67413  0.00
H -3.62892 -2.01926 1.01460  -0.02
H -3.33094 -2.21829 2.75806  0.01
H -3.88261 -3.57231 1.79194  0.00
H -1.01584 -3.68353 -1.02114  0.00
H -2.34193 -4.65079 -0.39111  0.00
H -0.69004 -5.09775 -0.01731  0.00
H -1.08036 -4.20616 3.79443  0.00
H -0.10680 -5.04154 2.57850  0.00
H -1.82749 -5.30763 2.65623  0.00
H 2.44493 0.00998 2.99462  0.00
H 1.32850 0.63896 4.19784  0.00
H 1.00222 0.85975 2.48405  -0.01
H 2.69247 -2.66946 3.00343  0.00
H 1.45887 -3.79161 3.61405  0.00
H 2.11232 -2.53942 4.65146  0.00
H -1.79920 -1.18626 4.30677  0.00
H -0.44201 -0.97987 5.40113  0.00
H -0.94418 -2.58415 4.92205  0.00
F -4.70114 -1.69652 -3.43627  0.00
C -3.81756 -2.04040 -2.52844  0.00
F -4.24833 -1.67913 -1.31746  0.01
F -3.59716 -3.33862 -2.55383  0.00
S -2.24720 -1.11661 -2.82467  -0.01
O -1.32204 -1.49926 -1.69908  -0.04
O -2.56898 0.28464 -2.80668  0.00
N -1.81848 -1.68402 -4.20974  0.00
S -0.30298 -1.55111 -4.63806  0.00
O 0.36440 -0.49872 -3.83380  0.00
O -0.12610 -1.50665 -6.03887  0.00
C 0.48290 -3.15314 -4.03626  0.00
F 1.39130 -2.86889 -3.09375  0.00
F -0.43372 -3.94851 -3.50699  0.00
F 1.07639 -3.75326 -5.04198  0.00
N 1.62464 1.43555 -2.50553  0.00
C 2.62884 2.44183 -2.12386  0.00
C 2.32168 3.76934 -2.37977  0.00
C 3.25647 4.75948 -2.11644  0.00
C 4.50281 4.41295 -1.61907  0.00
C 4.82009 3.07666 -1.41587  0.00
C 3.89003 2.08239 -1.67699  0.00
H 1.06116 1.88711 -3.23330  0.00
H 2.09447 0.71324 -3.05834  0.00
H 1.37278 4.03015 -2.83503  0.00
H 3.01726 5.79386 -2.32245  0.00
H 5.23803 5.18001 -1.41856  0.00
H 5.80423 2.80089 -1.06281  0.00
H 4.18612 1.05232 -1.53091  0.00

Entry 3:
Here is a gas-phase ion, C3H6N (charge +1) from OMol25. Energies are from wB97M-V/def2-TZVPD.

HOMO-LUMO gap (alpha / beta) ... 7.98 / 7.72 eV
HOMO level (alpha / beta) ... -12.30 / -18.38 eV
Energy relative to the best compared isomer or geometry (same formula, charge and spin) ... 59.7 kcal/mol
Molecular weight ... 56.09 g/mol
Multiplicity ... 3
Net charge ... +1
DFT total energy ... -4682.63300 eV

Last column: Mulliken spin population.
CARTESIAN COORDINATES (ANGSTROEM)
C -0.47486 -0.75028 -1.80146  1.00
C -0.01156 0.84937 0.77588  0.18
C 0.51778 -0.55165 0.47716  0.09
N -0.09707 -0.68794 -0.72488  0.62
H -1.10989 -0.61680 -2.66114  0.04
H -1.19721 0.88456 0.77950  0.00
H 0.35205 1.20500 1.80387  0.05
H 0.48771 1.56660 0.13923  0.00
H 1.56745 -0.60407 0.16490  0.02
H -0.03441 -1.29478 1.04694  0.00

Entry 4:
Here is C6H14O in the gas phase from OMol25. Energies are from wB97M-V/def2-TZVPD.

HOMO-LUMO gap ... 11.08 eV
HOMO level ... -10.09 eV
Energy relative to the best compared isomer or geometry (same formula, charge and spin) ... 14.8 kcal/mol
Molecular weight ... 102.18 g/mol
Net charge ... 0
DFT total energy ... -8496.24903 eV

Last column: natural (NBO) charge in e.
CARTESIAN COORDINATES (ANGSTROEM)
C -0.40037 2.39700 -1.05637  -0.05
O -1.20766 2.73785 0.08062  -0.74
C -0.25186 0.87644 -1.15531  -0.42
C 0.56258 0.23377 -0.04303  -0.40
C 0.25473 -1.27684 0.05260  -0.21
C 1.35254 -1.95546 0.89757  -0.60
C -1.07370 -1.45915 0.76595  -0.61
H 0.59188 2.83633 -0.91151  0.16
H -0.92313 2.73758 -1.94666  0.17
H -0.67472 3.22239 0.72173  0.47
H 0.28256 0.70192 -2.09849  0.20
H -1.25500 0.48874 -1.36064  0.21
H 1.62921 0.32007 -0.27359  0.20
H 0.40546 0.70914 0.92978  0.20
H 0.28574 -1.67443 -0.94504  0.20
H 0.93667 -2.82435 1.41733  0.21
H 1.58802 -1.25314 1.70225  0.20
H 2.21802 -2.24991 0.30618  0.21
H -1.47824 -2.47719 0.69724  0.21
H -1.86415 -0.81031 0.38215  0.21
H -0.97861 -1.28045 1.83725  0.20

Entry 5:
Here is C6H13N in the gas phase from OMol25. Energies are from wB97M-V/def2-TZVPD.

HOMO-LUMO gap ... 8.87 eV
HOMO level ... -7.91 eV
Energy relative to the best compared isomer or geometry (same formula, charge and spin) ... 34.5 kcal/mol
Molecular weight ... 99.18 g/mol
Net charge ... 0
DFT total energy ... -7921.33796 eV

Last column: natural (NBO) charge in e.
CARTESIAN COORDINATES (ANGSTROEM)
C 0.09159 -3.05257 0.95944  -0.61
C 0.13388 -1.53042 1.03291  -0.39
C -0.47126 -0.86222 -0.32018  -0.39
C -0.20683 0.62002 -0.19562  -0.11
C 0.58576 1.14393 -1.10019  0.00
N 0.90663 2.43891 -1.39858  -0.80
C -1.08326 1.45262 0.76013  -0.66
H -0.99019 -3.44632 0.98750  0.20
H 0.54640 -3.29873 -0.07627  0.20
H 0.51252 -3.64718 1.69206  0.21
H 1.21841 -1.16984 0.93371  0.19
H -0.39605 -0.98237 1.89354  0.20
H 0.08186 -1.34561 -1.11004  0.21
H -1.52790 -1.11248 -0.15349  0.20
H 1.08870 0.52937 -1.91863  0.18
H 0.81239 3.03942 -0.58063  0.36
H 1.95001 2.51893 -1.67281  0.37
H -0.46871 1.84738 1.61758  0.21
H -1.96293 1.02921 1.19600  0.22
H -1.51017 2.33770 0.16263  0.22

Entry 6:
Here is a molecular structure, C22H50P2ReSi2 from OMol25. Energies are from wB97M-V/def2-TZVPD.

HOMO-LUMO gap (alpha / beta) ... 6.18 / 3.40 eV
HOMO level (alpha / beta) ... -12.53 / -13.44 eV
Energy relative to the best compared isomer or geometry (same formula, charge and spin) ... 0.0 kcal/mol
Molecular weight ... 618.97 g/mol
Multiplicity ... 4
Net charge ... +2
DFT total energy ... -60066.94069 eV

Last column: Mulliken spin population.
CARTESIAN COORDINATES (ANGSTROEM)
P -1.87946 1.47124 -1.36002  0.01
P -2.95172 -0.47451 0.87093  -0.10
C -3.23125 0.15437 -1.72091  -0.04
C -4.14799 0.03227 -0.53519  0.04
H -2.72185 -0.79756 -1.96633  -0.01
H -3.73883 0.59527 -2.59156  0.00
H -4.62884 0.98003 -0.22288  0.00
H -4.94859 -0.71008 -0.68846  0.00
C -2.29140 -2.14180 0.29071  0.09
H -1.57282 -2.52514 1.02260  -0.02
H -1.75701 -2.09069 -0.67012  -0.02
H -3.14605 -2.83808 0.23358  0.01
C -4.38956 -0.99703 1.94134  0.00
H -4.71040 -1.98675 1.57330  0.00
H -5.21554 -0.27856 1.81325  0.00
H -4.14122 -1.07265 3.00286  0.00
C -1.43555 1.42064 -3.20228  0.01
H -0.37704 1.49195 -3.44402  0.00
H -1.91527 2.29482 -3.66798  0.00
H -1.82774 0.50592 -3.68090  0.00
C -3.11918 2.89877 -1.65633  0.08
H -3.94212 2.95072 -0.93096  -0.01
H -3.54904 2.67261 -2.64034  0.00
H -2.60078 3.86381 -1.70804  0.00
Re -1.26753 0.90660 0.68346  1.53
C 0.90882 -1.05840 -3.39843  0.02
C 1.63368 -1.46445 -4.44948  -0.01
C 3.11322 -1.40614 -4.62144  0.07
C 4.02215 -0.99053 -3.42290  0.03
C 4.10050 0.48222 -3.18889  0.38
C 3.11582 1.36747 -3.00084  0.29
C 1.76189 1.07037 -2.42102  0.01
C 1.42750 -0.41173 -2.13464  -0.03
C -0.57639 2.86194 1.03383  0.09
H -0.16448 -1.26559 -3.35302  0.00
H 1.09722 -1.84588 -5.33812  0.00
H 3.31974 -0.70616 -5.45002  -0.01
H 3.46250 -2.41875 -4.88588  0.00
H 3.70812 -1.54121 -2.54190  0.05
H 5.04462 -1.32814 -3.63461  -0.01
H 5.13894 0.87585 -3.26165  0.01
H 3.22212 2.44144 -3.26586  -0.01
H 1.06065 1.51724 -3.13093  0.09
H 1.57461 1.62236 -1.50273  0.04
H 2.30993 -0.94624 -1.76670  0.00
H 0.67486 -0.47434 -1.30817  0.07
H -0.21553 3.03389 2.04956  0.01
H -1.39744 3.52495 0.71427  -0.02
H 0.22223 3.05373 0.30410  0.00
C -1.67667 0.43674 3.53207  0.01
Si -0.54277 -0.95316 3.20864  0.07
C 0.53525 -1.19410 4.78637  0.02
C -1.24981 -2.72412 3.27142  0.01
C 0.19903 -0.31681 1.52078  0.19
Si 2.05668 0.13126 2.03900  0.02
C 3.18024 -1.34383 2.45846  0.01
C 3.05547 0.85224 0.61224  0.01
C 2.10395 1.45789 3.34466  0.00
H -2.68889 0.15669 3.83681  -0.02
H -1.84590 1.20695 2.70072  0.03
H -1.22169 0.98280 4.36814  0.00
H -0.20674 -1.61652 5.49633  0.00
H 1.31523 -1.94840 4.57089  0.00
H 0.95681 -0.27127 5.21469  0.00
H -2.32529 -2.83593 3.05475  0.00
H -0.65242 -3.38592 2.61872  0.00
H -1.09522 -3.06389 4.31145  0.00
H 0.31941 -1.21264 0.86337  0.00
H 2.87963 -2.30439 2.01858  0.00
H 4.17541 -1.12050 2.03991  0.00
H 3.31133 -1.50695 3.53584  0.00
H 2.60871 1.75308 0.17800  -0.01
H 4.04083 1.11650 1.03065  0.00
H 3.22431 0.10906 -0.17889  0.01
H 1.68951 2.38738 2.94504  0.00
H 1.62547 1.26642 4.30333  0.00
H 3.16964 1.62134 3.54782  0.00